Record 1
Formula: C13H37B2KNO3
Source: the Open Molecules 2025 dataset
Level of theory: the ωB97M-V functional and the def2-TZVPD basis

## Properties
Total charge: -1
Relative energy (zero: lowest compared OMol25 entry of this formula, charge and spin) in kcal per mole: 73.4
HOMO energy in eV: -5.171
E_LUMO in Eh: 0.0809
Gap between HOMO and LUMO in eV: 7.37
Total energy in eV: -39385.208

Positions of all 57 atoms, in Å:
K (0.181504, 1.367337, 0.163710)
B (1.770688, 2.169425, 2.957351)
H (2.838364, 2.014027, 2.969777)
H (1.338967, 2.462310, 2.012857)
H (1.326773, 1.330675, 3.470865)
H (1.610383, 3.007332, 3.617991)
B (-2.872472, 0.367036, 1.211380)
H (-2.045633, 0.595655, 0.556927)
H (-3.603964, -0.035651, 0.528015)
H (-2.694412, -0.270405, 2.063560)
H (-3.316588, 1.316760, 1.466373)
C (-0.944659, 1.849525, -3.587645)
O (-0.606058, 2.569758, -2.351541)
C (-1.866906, 2.969722, -1.725240)
C (-1.767678, 4.045547, -0.555966)
O (-1.150349, 3.531489, 0.642314)
C (-1.641303, 4.174662, 1.793196)
H (-1.229332, 2.463609, -4.442024)
H (-1.640051, 1.024171, -3.434942)
H (0.032683, 1.455994, -3.866979)
H (-2.402148, 2.083672, -1.383871)
H (-2.441001, 3.448043, -2.518779)
H (-2.766035, 4.392371, -0.289328)
H (-1.382447, 5.023163, -0.845740)
H (-1.597352, 5.263757, 1.787679)
H (-1.126676, 3.782987, 2.670596)
H (-2.679018, 3.864155, 1.915009)
C (3.110651, -0.451138, 0.552187)
C (2.091219, -1.703849, 0.276588)
C (1.286345, -1.749679, 1.640273)
C (0.192798, -2.842843, 1.630892)
C (-0.793577, -2.562707, 0.413617)
C (-0.062713, -2.378071, -0.955798)
N (1.079236, -1.409289, -0.818088)
O (1.687958, -1.247211, -2.059118)
C (0.361554, -3.825946, -1.503066)
C (-1.025543, -1.705210, -1.891635)
C (2.967091, -2.977739, 0.146251)
H (2.638493, 0.516477, 0.722166)
H (3.659876, -0.267203, -0.371180)
H (3.920535, -0.698735, 1.238402)
H (2.014585, -1.762902, 2.451184)
H (0.776174, -0.789557, 1.717656)
H (-0.436365, -2.612017, 2.490536)
H (0.673446, -3.820450, 1.668018)
H (-1.415086, -1.691001, 0.618429)
H (-1.587128, -3.309881, 0.423003)
H (1.442111, -3.742313, -1.619218)
H (0.360336, -4.550144, -0.688428)
H (-0.286968, -4.080624, -2.341317)
H (-1.893390, -2.350484, -2.027822)
H (-1.311215, -0.687966, -1.623860)
H (-0.695296, -1.534021, -2.916199)
H (2.423195, -3.921093, 0.194723)
H (3.876316, -3.094079, 0.736058)
H (3.507125, -2.912485, -0.798320)
H (2.112957, -2.104964, -2.131477)

Forces on atoms 1 to 3 (eV/Å):
0.086 -0.173 0.258
0.075 -0.140 0.035
4.348 -0.661 -0.507

Löwdin atomic charge list, values in e, 6 entries: atom 1 (K): 0.76, atom 2 (B): -0.45, atom 3 (H): -0.09, atom 4 (H): -0.14, atom 5 (H): -0.08, atom 6 (H): -0.10

Record 2
Formula: C25H26ClI2N6OOsP
Source: the Open Molecules 2025 dataset
Level of theory: the ωB97M-V functional and the def2-TZVPD basis

## Properties
Total charge: +2
HOMO energy (alpha / beta) in eV: -13.284 / -13.256
E_LUMO (alpha / beta) in Eh: -0.3079 / -0.2980
Gap between HOMO and LUMO (alpha / beta) in eV: 4.91 / 5.15
Total energy in eV: -77798.887

Positions of all 63 atoms, in Å:
Os (0.080494, 0.193478, 0.218845)
Cl (-6.730641, 0.664194, -1.150002)
C (-5.021930, 0.883416, -1.127348)
C (-4.461301, 1.928297, -1.799828)
C (-3.056143, 2.122573, -1.784657)
I (-2.194564, 3.673017, -2.850987)
C (-2.249903, 1.293464, -1.063140)
O (-0.908087, 1.441362, -0.954585)
C (-2.821954, 0.209611, -0.389716)
N (-1.936105, -0.603854, 0.263635)
C (-2.410150, -1.681107, 0.871513)
C (-3.771613, -1.998318, 0.894555)
C (-4.668662, -1.178898, 0.260814)
C (-4.203035, -0.034502, -0.415007)
H (-5.092862, 2.613423, -2.347792)
H (-1.695853, -2.329830, 1.356813)
H (-4.094076, -2.889088, 1.413798)
H (-5.726493, -1.404975, 0.260638)
C (0.632586, -1.555650, 1.256921)
C (2.032589, -1.235555, 1.505078)
C (3.045239, -1.854102, 0.729383)
C (4.371305, -1.677827, 1.044609)
C (4.736561, -0.843388, 2.107424)
C (3.760328, -0.192600, 2.854760)
C (2.422322, -0.388861, 2.565737)
H (0.045357, -1.639699, 2.171641)
H (0.500975, -2.458228, 0.661017)
H (2.762627, -2.529274, -0.070216)
H (5.135545, -2.202305, 0.486090)
H (5.781501, -0.719081, 2.359374)
H (4.047566, 0.444576, 3.680585)
H (1.666238, 0.072481, 3.186036)
C (4.212665, 1.642637, -2.818224)
N (2.838173, 1.795703, -3.285224)
C (2.442938, 3.201676, -3.250527)
N (2.594015, 3.697041, -1.883118)
C (3.977253, 3.564521, -1.436645)
N (4.370920, 2.156625, -1.456362)
C (3.704990, 1.352186, -0.458142)
P (1.870137, 1.294033, -0.765636)
C (1.911169, 0.921226, -2.613780)
C (1.637854, 3.160270, -0.963635)
H (4.870711, 2.202919, -3.480624)
H (4.492833, 0.588965, -2.849026)
H (1.407206, 3.308334, -3.572266)
H (3.089290, 3.775970, -3.911321)
H (4.086404, 3.972722, -0.431583)
H (4.618304, 4.120031, -2.118758)
H (3.874078, 1.767671, 0.537330)
H (4.099113, 0.339361, -0.468390)
H (0.903790, 1.053283, -3.012099)
H (2.212327, -0.119545, -2.753892)
H (1.771589, 3.619746, 0.019677)
H (0.620949, 3.339086, -1.317758)
I (-0.314974, 4.880050, 4.055807)
C (-0.432909, 2.961237, 3.363178)
C (-0.682949, 1.811285, 4.086992)
N (-0.662203, 0.782973, 3.222400)
N (-0.419050, 1.204196, 1.972985)
C (-0.274623, 2.530038, 2.046364)
H (-0.878839, 1.670881, 5.137542)
H (-0.830725, -0.189286, 3.422912)
H (-0.090378, 3.115203, 1.161139)

Forces on atoms 1 to 3 (eV/Å):
1.018 0.196 1.821
0.097 -0.013 0.004
-0.113 -0.061 -0.006

Löwdin atomic charge list, values in e, 6 entries: atom 1 (Os): 1.34, atom 2 (Cl): 0.78, atom 3 (C): -0.59, atom 4 (C): -0.12, atom 5 (C): -0.63, atom 6 (I): 1.05

Question: What is the total energy in the second record?
Answer: -77798.887 eV

Question: Which value of total energy does entry 2 give?
Answer: -77798.887 eV

Question: Among the records above, which one has the lowest total charge?
Answer: C13H37B2KNO3

Question: Look up the total energy of the first one.
Answer: -39385.208 eV